Arrangement 1

DFT (ωB97M-V with the def2-TZVPD basis set) results for a single C6H9F molecule.

```
! wB97M-V def2-TZVPD RIJCOSX def2/J DEFGRID3
* xyz 0 1
F 2.92975 0.51885 0.26691
C 1.68012 0.90146 0.62516
C 0.54713 -0.07485 0.89417
C -0.16348 -1.32485 0.43437
C -1.29830 -0.65718 -0.46928
C -0.83178 0.81677 -0.78902
C 0.64354 0.68818 -0.42878
H 1.68844 1.74755 1.29501
H -0.13687 0.50437 1.56855
H -0.57844 -1.94962 1.24760
H 0.48761 -1.98213 -0.15648
H -1.44441 -1.22510 -1.42108
H -2.26160 -0.65481 0.06180
H -1.01772 1.12410 -1.82556
H -1.34276 1.56045 -0.15309
H 1.09877 0.00681 -1.15024
*
```

Calculated values
frontier orbital gap: 0.371 Eh
SMILES string: FC1[C@@H]2CCC[C@@H]12
molecular weight: 100.1 Da
LUMO: 0.04260 hartree

---

Arrangement 2

DFT (ωB97M-V with the def2-TZVPD basis set) results for a single C6H9F molecule.

```
! wB97M-V def2-TZVPD RIJCOSX def2/J DEFGRID3
* xyz 0 1
C 2.45967 -1.19698 -0.30689
C 1.41377 -0.48056 0.00035
C 1.00851 0.90950 0.28394
C 0.13323 -0.23569 0.70036
C -1.24213 -0.47520 -0.25976
C -2.16464 0.78588 -0.21686
F -1.89585 -1.63224 0.17180
H 2.44041 -2.27474 -0.42595
H 3.38458 -0.62465 -0.64445
H 1.71057 1.32853 1.03612
H 0.64507 1.61798 -0.46518
H 0.10894 -0.38932 1.80839
H -0.89046 -0.66569 -1.32602
H -1.89258 1.46455 -1.03744
H -1.94252 1.28484 0.80467
H -3.27658 0.58377 -0.12307
*
```

Calculated values
frontier orbital gap: 0.389 Eh
SMILES string: C=C1C[C@H]1[C@H](C)F
molecular weight: 100.1 Da
LUMO: 0.03829 hartree

---

Most stable: arrangement 2 (next structure +3.0 kcal/mol)

---

Arrangement 1

DFT (ωB97M-V with the def2-TZVPD basis set) results for a molecular structure, C28H35CdCl2N7O5SbSe4.

```
! wB97M-V def2-TZVPD RIJCOSX def2/J DEFGRID3
* xyz -1 1
Cd -0.70164 -1.41004 0.05175
O -7.01757 -1.08954 -0.80873
C -5.66087 -1.13582 -0.67327
C -4.82430 -1.29674 -1.76847
C -3.46190 -1.34118 -1.53569
N -2.97292 -1.21876 -0.31397
C -3.76364 -1.08846 0.74849
C -5.13619 -1.02740 0.61068
C -3.07787 -1.09765 2.12571
O -3.71874 -0.63739 3.06672
O -1.92574 -1.62931 2.12238
C -2.43892 -1.56743 -2.64939
O -2.79387 -1.26593 -3.78940
O -1.32507 -2.04662 -2.27170
H -7.23315 -1.22260 -1.73663
H -5.19129 -1.39548 -2.78242
H -5.76360 -0.91419 1.48188
C 0.54818 0.11854 -3.63202
N 0.99853 1.28304 -2.89274
C 2.02702 2.05397 -3.55581
C 0.39190 1.71740 -1.75211
N -0.09103 0.89390 -0.86200
C -1.04439 1.45071 0.03111
C -2.19406 2.01132 -0.45795
C -3.11334 2.65323 0.39493
C -2.83765 2.76679 1.72295
C -1.67322 2.17112 2.27268
C -1.38394 2.32708 3.65510
C -0.28786 1.73599 4.19467
C 0.51814 0.88514 3.40510
C 0.26087 0.68088 2.07822
N 0.86850 -0.39811 1.39703
C 2.11221 -0.72212 1.67138
N 3.10660 0.21684 1.76294
C 2.97011 1.48002 1.07426
C 4.08121 0.17224 2.83254
N 2.47882 -2.00833 1.83003
C 1.55379 -3.02159 2.31927
C 3.80400 -2.49321 1.49079
C -0.80534 1.42161 1.44819
N 0.42026 3.10270 -1.61501
C 0.46931 3.77646 -0.33467
C -0.12544 3.91036 -2.68629
H 0.11372 0.43778 -4.58453
H -0.18199 -0.45339 -3.07479
H 1.39468 -0.53845 -3.84002
H 2.85795 1.38937 -3.80534
H 2.39173 2.84205 -2.90384
H 1.66362 2.50236 -4.48796
H -2.37840 1.95669 -1.52519
H -4.02685 3.06550 -0.01447
H -3.51451 3.28123 2.39325
H -2.06408 2.90752 4.26520
H -0.06905 1.84537 5.24917
H 1.28239 0.28668 3.88860
H 2.31867 1.34055 0.21352
H 3.95467 1.79896 0.72343
H 2.55435 2.25959 1.72307
H 3.90045 -0.69586 3.46173
H 3.98458 1.07161 3.44998
H 5.10568 0.12064 2.45259
H 0.56761 -2.59180 2.47936
H 1.93250 -3.42367 3.26261
H 1.48805 -3.83673 1.60080
H 4.32848 -1.75189 0.89378
H 3.68648 -3.41299 0.91153
H 4.39722 -2.72223 2.38189
H 0.92567 3.13734 0.41448
H -0.52143 4.07195 0.02617
H 1.08452 4.67487 -0.44211
H -0.33239 3.29192 -3.55685
H 0.56216 4.70916 -2.98291
H -1.06728 4.37000 -2.36399
Se 2.69127 -5.62568 -0.86780
Sb 0.31133 -5.90238 -0.96051
Se -0.77111 -7.31589 -2.51205
Se -0.64710 -5.88481 1.41080
Se -1.20419 -4.04479 -0.10496
Cl 1.89900 -2.15885 -1.54839
C 3.50119 -2.11060 -2.24032
Cl 4.33458 -0.54847 -1.95422
H 3.41505 -2.23738 -3.31310
H 4.08493 -2.90667 -1.78912
*
```

Calculated values
frontier orbital gap: 0.262 Eh
molecular weight: 1170.6 Da
LUMO: 0.06936 hartree

---

Arrangement 2

DFT (ωB97M-V with the def2-TZVPD basis set) results for a molecular structure, C28H35CdCl2N7O5SbSe4.

```
! wB97M-V def2-TZVPD RIJCOSX def2/J DEFGRID3
* xyz -1 1
Cd -0.04738 0.24296 0.77571
O -1.93529 -2.17248 6.28623
C -1.51718 -1.57427 5.14544
C -0.44270 -0.68853 5.12695
C -0.07850 -0.12494 3.92103
N -0.72572 -0.42763 2.79917
C -1.76636 -1.25998 2.80826
C -2.20703 -1.85633 3.97123
C -2.46301 -1.49128 1.45759
O -3.52842 -2.08671 1.47861
O -1.86116 -1.00527 0.43826
C 1.06449 0.89963 3.80409
O 1.66554 1.17756 4.84314
O 1.24176 1.35906 2.63976
H -1.34370 -1.93033 7.00706
H 0.11573 -0.42250 6.01571
H -3.05405 -2.52571 3.94866
C 4.22459 1.45127 1.39535
N 3.99231 0.02608 1.30414
C 5.13512 -0.83891 1.51111
C 2.80741 -0.45823 0.84564
N 2.02910 0.19595 -0.01102
C 2.57551 0.88162 -1.09435
C 3.71687 0.36968 -1.68586
C 4.29774 0.93785 -2.82332
C 3.71050 2.01196 -3.41894
C 2.52568 2.56345 -2.88033
C 1.93169 3.65615 -3.56249
C 0.79238 4.23312 -3.09401
C 0.21551 3.75182 -1.90882
C 0.76210 2.70872 -1.19411
N 0.08401 2.33995 -0.01617
C -0.19091 3.24183 0.89369
N 0.56952 4.34532 1.13211
C -0.00432 5.60382 1.55415
C 1.97988 4.37760 0.81863
N -1.28166 3.08560 1.69112
C -1.20969 3.34760 3.11867
C -2.42682 2.30684 1.25484
C 1.93960 2.03556 -1.68786
N 2.39020 -1.62844 1.35245
C 2.69443 -2.04800 2.71310
C 1.45101 -2.48244 0.63147
H 4.95830 1.62322 2.18422
H 3.29499 1.92728 1.69726
H 4.60406 1.87665 0.45914
H 5.96565 -0.49581 0.88538
H 4.89047 -1.85880 1.22531
H 5.46149 -0.83424 2.55433
H 4.14346 -0.53716 -1.27681
H 5.19058 0.49201 -3.24345
H 4.12011 2.44819 -4.32107
H 2.40496 4.01007 -4.46994
H 0.32754 5.05546 -3.62322
H -0.69496 4.20153 -1.53086
H -1.08850 5.53471 1.57265
H 0.28256 6.38667 0.84497
H 0.34820 5.89500 2.54806
H 2.34222 3.36735 0.67133
H 2.51937 4.81764 1.66078
H 2.18102 4.96276 -0.08489
H -1.87963 4.16032 3.41504
H -0.18746 3.58377 3.40250
H -1.50180 2.44443 3.66024
H -3.34241 2.83673 1.52847
H -2.45427 1.32071 1.72567
H -2.39914 2.17170 0.17619
H 3.09126 -1.20728 3.27927
H 3.39218 -2.88674 2.73010
H 1.76852 -2.39093 3.17838
H 1.42680 -2.21756 -0.42271
H 0.44200 -2.42431 1.04934
H 1.78020 -3.51499 0.73639
Se 1.47757 -5.79304 2.63625
Sb 0.53791 -6.61678 0.59332
Se 1.55159 -5.55533 -1.50470
Se -0.24104 -8.84091 0.27904
Se -0.65196 -4.84489 -0.79689
Cl -1.07308 -0.31707 -2.31326
C -0.27583 0.38981 -3.72149
Cl 1.16360 -0.52449 -4.19834
H 0.03084 1.40201 -3.48100
H -0.97404 0.36961 -4.55019
*
```

Calculated values
frontier orbital gap: 0.245 Eh
molecular weight: 1170.6 Da
LUMO: 0.06942 hartree

---

Most stable: arrangement 2 (next structure +19.5 kcal/mol)

---

Arrangement 1

DFT (ωB97M-V with the def2-TZVPD basis set) results for a gas-phase ion, C5H10NS (charge +1).

```
! wB97M-V def2-TZVPD RIJCOSX def2/J DEFGRID3
* xyz 1 1
C 1.77544 -0.22102 2.23843
C 0.67726 -0.75501 1.39981
C 0.14074 -0.09940 0.38758
C -1.21147 -0.46840 -0.50058
N -1.34823 0.63618 -1.51440
C 0.03715 1.07872 -1.93383
S 0.95042 1.36346 -0.37492
H 1.37899 0.46089 2.99857
H 2.37949 0.31669 1.56049
H 2.12085 -0.95284 2.81839
H 0.08659 -1.68336 1.65103
H -1.08999 -1.33996 -1.16158
H -2.24829 -0.40479 0.02757
H -1.91433 0.48189 -2.25387
H -1.68951 1.51626 -1.20815
H 0.41098 0.24045 -2.37250
H -0.04496 2.14047 -2.45508
*
```

Calculated values
frontier orbital gap: 0.342 Eh
SMILES string: C/C=C1/C[NH2+]CS1
molecular weight: 116.2 Da
LUMO: -0.12880 hartree

---

Arrangement 2

DFT (ωB97M-V with the def2-TZVPD basis set) results for a gas-phase ion, C5H10NS (charge +1).

```
! wB97M-V def2-TZVPD RIJCOSX def2/J DEFGRID3
* xyz 1 1
N 0.87116 -1.62769 -0.01685
C 0.30262 -0.40419 -0.62098
C 1.10008 0.72331 -0.79118
C 0.67599 1.83990 -0.21302
C -0.79640 1.62000 0.23047
C -1.04389 0.12185 0.30359
S -2.51889 -0.69325 -0.33394
H 1.09690 -1.59348 0.99761
H 1.63576 -2.03357 -0.57353
H 0.17822 -2.38731 0.08782
H -0.15188 -0.72278 -1.60404
H 2.06279 0.53719 -1.29666
H 1.17307 2.85236 -0.09890
H -0.88607 2.13911 1.27805
H -1.49340 1.95314 -0.47933
H -0.76226 -0.14406 1.31966
H -2.38596 -1.47919 0.70899
*
```

Calculated values
frontier orbital gap: 0.346 Eh
SMILES string: [NH3+][C@@H]1C=CC[C@H]1S
molecular weight: 116.2 Da
LUMO: -0.13917 hartree

---

Most stable: arrangement 2 (next structure +8.4 kcal/mol)